This record from the Open Molecules 2025 dataset describes a cluster of 3 separate species, C6H14O in total. The level of theory is ωB97M-V/def2-TZVPD.

Computed properties:
gap between HOMO and LUMO (spin up / spin down): 10.597 / 9.500 eV
electronic energy: -312.007556 Ha
HOMO energy (spin up / spin down): -0.353 / -0.355 Ha
lowest unoccupied orbital energy (spin up / spin down): 0.98 / -0.17 eV

XYZ file:
```
21
Properties=species:S:1:pos:R:3:forces:R:3
O 3.750 -0.913 0.056 0.3 -0.1 -0.1
C 2.625 -0.408 -0.637 -0.4 0.2 -0.2
C -3.269 0.747 0.280 0.2 0.1 0.0
C -0.819 0.731 0.798 0.1 0.0 0.1
C 0.279 0.464 -0.237 -0.1 -0.1 -0.2
C -2.062 1.302 0.185 -0.3 -0.1 0.1
C 1.537 -0.133 0.384 0.0 0.0 0.1
H -3.317 -5.981 1.771 0.0 0.0 0.0
H -0.126 -0.209 -1.014 0.2 0.1 0.3
H -0.936 0.719 -2.904 -0.1 0.0 -0.1
H -0.423 1.432 1.548 -0.1 -0.1 -0.1
H 1.939 0.553 1.142 -0.1 -0.1 -0.1
H 0.524 1.406 -0.750 0.0 -0.1 0.1
H -3.421 -0.174 0.840 0.0 0.1 -0.1
H 2.257 -1.131 -1.383 0.1 0.1 0.1
H -1.061 -0.197 1.331 0.0 0.1 -0.1
H 1.297 -1.070 0.902 0.0 0.1 -0.1
H 2.870 0.522 -1.175 0.0 -0.1 0.1
H 4.446 -1.090 -0.588 -0.1 0.0 0.2
H -1.943 2.236 -0.368 0.0 -0.1 0.0
H -4.146 1.193 -0.181 0.1 0.0 0.1
```
Positions in Å, forces in eV/Å.